# 1
This record from OMol25 describes an isolated ion of composition C10H14N3O2 and charge +1 in a non-equilibrium geometry. The level of theory is ωB97M-V/def2-TZVPD.

SMILES = [H]/N=C1/C=CC(=[N+](CC)CC)C([N+](=O)[O-])=C1
energy relative to the best compared isomer or geometry (same formula, charge and spin) = 158.9 kcal per mole
energy = -703.67304 Eh
gap between HOMO and LUMO = 0.311 Ha
max |F| = 6.72 eV/A
HOMO energy = -14.16 eV

ORCA input file:
```
! RIJCOSX wB97M-V def2-TZVPD def2/J DEFGRID3
* xyz 1 1
H -2.8089 1.7852 3.9226
N -1.9481 2.0837 3.5069
C -1.5859 1.4161 2.5017
C -0.4145 1.9099 1.8451
C 0.3250 1.4054 0.8802
C 0.0867 0.1326 0.2398
N 0.8400 -0.3226 -0.7342
C 0.4427 -1.5133 -1.5277
C -0.4907 -1.0423 -2.5767
C 2.1426 0.3128 -1.1858
C 3.2721 0.0265 -0.1351
C -1.6606 -0.4250 0.7144
N -2.3958 -1.4963 0.2261
O -3.5660 -1.2458 0.2136
O -1.7583 -2.5038 -0.0928
C -2.1669 0.2442 1.7823
H -0.1531 2.8637 2.1255
H 1.2682 1.7664 0.4904
H 1.3906 -1.8912 -1.6900
H -0.0928 -2.2688 -1.0065
H 0.0270 -0.8396 -3.5306
H -1.2086 -1.8287 -2.7465
H -1.0587 -0.0596 -2.3807
H 2.4238 -0.0778 -2.1163
H 1.9100 1.4244 -1.2992
H 4.1499 0.2573 -0.6658
H 3.2090 0.7079 0.7531
H 2.9651 -0.9496 0.3787
H -3.1440 0.1282 2.1075
*
```

---

# 2
This record from OMol25 describes C34H46CdN3O6P2Se as an isolated structure. The level of theory is ωB97M-V/def2-TZVPD.

energy relative to the best compared isomer or geometry (same formula, charge and spin) = 11.5 kcal per mole
energy = -5191.06160 Eh
gap between HOMO and LUMO = 0.195 Ha
max |F| = 0.27 eV/A
HOMO energy = -2.86 eV

ORCA input file:
```
! RIJCOSX wB97M-V def2-TZVPD def2/J DEFGRID3
* xyz -1 1
Cd 1.1048 0.9315 -1.4626
C -3.5292 2.4929 3.8200
C -2.8173 2.2241 2.5099
C -3.6842 1.4887 1.5066
O -1.6593 1.4205 2.8320
P -0.3567 1.5097 1.8874
O -0.6403 2.0229 0.5464
C 0.2650 -0.1589 1.9761
P -0.6269 -1.3171 0.9344
O -0.6571 -0.9020 -0.4735
O 0.0423 -2.7220 1.2525
C 1.3797 -2.9603 0.6777
C 1.2434 -4.0522 -0.3519
C 2.3057 -3.2951 1.8228
O -2.1010 -1.5001 1.5002
C -2.5850 -2.2573 2.6209
C -1.7557 -2.0631 3.8768
C -2.7381 -3.7168 2.2308
O 0.6484 2.4641 2.6578
C 1.4042 2.2568 3.8709
C 2.5857 1.3265 3.6532
C 0.5159 1.8391 5.0299
H -4.4124 3.1100 3.6491
H -2.8714 3.0097 4.5197
H -3.8454 1.5505 4.2732
H -2.4747 3.1649 2.0726
H -4.0126 0.5357 1.9264
H -3.1238 1.2939 0.5933
H -4.5622 2.0919 1.2649
H 0.3278 -0.5109 3.0040
H 1.2850 -0.1151 1.5157
H 1.7427 -2.0350 0.2055
H 0.9155 -4.9867 0.1146
H 2.2041 -4.2162 -0.8435
H 0.5169 -3.7591 -1.1071
H 1.9591 -4.1771 2.3685
H 2.3796 -2.4453 2.5031
H 3.3062 -3.4793 1.4296
H -3.5769 -1.8313 2.7953
H -0.7587 -2.4895 3.7530
H -2.2455 -2.5747 4.7075
H -1.6751 -1.0032 4.1207
H -1.7617 -4.1766 2.0838
H -3.3030 -3.7977 1.3019
H -3.2737 -4.2548 3.0163
H 1.7860 3.2594 4.0736
H 2.3003 0.2769 3.7330
H 3.3404 1.5255 4.4169
H 3.0229 1.4552 2.6600
H 0.1075 0.8388 4.8742
H -0.3195 2.5275 5.1580
H 1.1091 1.8230 5.9458
C -3.6286 -2.0732 -1.9950
C -3.0091 -3.3066 -1.8840
C -1.7382 -3.4642 -2.4101
C -1.1280 -2.3716 -3.0189
N -1.7336 -1.1977 -3.1581
C -2.9499 -1.0569 -2.6509
C 0.2929 -2.4532 -3.4750
C 0.7203 -3.4649 -4.3272
C 2.0610 -3.5181 -4.6695
C 2.9226 -2.5777 -4.1349
C 2.4092 -1.6104 -3.2799
N 1.1178 -1.5411 -2.9594
H -4.6124 -1.8967 -1.5810
H -3.4998 -4.1296 -1.3784
H -1.2037 -4.4005 -2.3121
H -3.4022 -0.0776 -2.7710
H 0.0090 -4.1821 -4.7166
H 2.4250 -4.2865 -5.3409
H 3.9804 -2.5867 -4.3615
H 3.0519 -0.8838 -2.7891
C 3.6492 4.7685 -0.3149
C 3.9841 5.0612 -1.6283
C 3.1560 4.6255 -2.6470
C 1.9991 3.9143 -2.3229
N 1.6798 3.6400 -1.0583
C 2.4923 4.0401 -0.0886
C 1.0864 3.3837 -3.3726
C 0.8371 4.1818 -4.4904
C 0.0038 3.7335 -5.5042
C -0.5664 2.4733 -5.3919
C -0.3095 1.6858 -4.2731
C 0.5082 2.1104 -3.2218
H 4.2831 5.0616 0.5113
H 4.8953 5.6020 -1.8566
H 3.4090 4.7974 -3.6849
H 2.2027 3.7437 0.9141
H 1.2833 5.1691 -4.5563
H -0.1998 4.3599 -6.3653
H -1.2159 2.1010 -6.1780
H -0.7659 0.7049 -4.2129
Se 3.0725 0.2792 -0.0921
*
```

---

# 3
This record from OMol25 describes one molecule with the formula C3H3ClN4O in a non-equilibrium geometry. The level of theory is ωB97M-V/def2-TZVPD.

SMILES = NC(=O)c1nn[nH]c1Cl
energy relative to the best compared isomer or geometry (same formula, charge and spin) = 57.6 kcal per mole
energy = -870.52562 Eh
gap between HOMO and LUMO = 0.376 Ha
max |F| = 3.96 eV/A
HOMO energy = -10.14 eV

ORCA input file:
```
! RIJCOSX wB97M-V def2-TZVPD def2/J DEFGRID3
* xyz 0 1
N -2.2252 0.6859 -0.4183
C -1.2428 0.1528 0.3990
O -1.5345 0.2797 1.5866
C 0.0788 -0.1878 -0.1426
N 0.4520 -0.0546 -1.4364
N 1.7171 -0.4741 -1.4918
N 2.1349 -0.7254 -0.2848
C 1.0704 -0.7280 0.6557
Cl 1.2161 -0.9710 2.3885
H -2.6890 1.4702 0.0860
H -1.9680 0.8866 -1.3934
H 2.9901 -0.3343 0.0517
*
```

---

# 4
This record from OMol25 describes C11H14N2O2 as an isolated structure in a non-equilibrium geometry. The level of theory is ωB97M-V/def2-TZVPD.

energy relative to the best compared isomer or geometry (same formula, charge and spin) = 41.0 kcal per mole
energy = -687.29780 Eh
gap between HOMO and LUMO (spin up / spin down) = 0.172 / 0.200 Ha
max |F| = 4.51 eV/A
HOMO energy (spin up / spin down) = -3.92 / -8.29 eV
⟨S²⟩ = 2.028

ORCA input file:
```
! RIJCOSX wB97M-V def2-TZVPD def2/J DEFGRID3
* xyz 0 3
C -2.1433 2.4510 0.1111
C -1.6188 1.2721 -0.4813
C -0.9866 0.5925 0.5215
C -1.7783 2.4076 1.4242
C -1.4813 -1.5307 -0.9775
C 1.8883 -1.3306 0.0746
C -1.7226 0.7010 -1.8453
C -0.3128 -0.6960 0.3670
C -1.9735 3.3677 2.5425
C 3.9812 -2.5540 -0.5563
C 3.2300 -1.2273 -0.5662
N -1.5456 -2.7594 -0.8544
N 0.9232 -0.6091 -0.2954
O -1.0853 1.2712 1.6832
O -2.0657 -0.6954 -1.8032
H -2.7058 3.2170 -0.3827
H 1.8013 -2.0410 0.9063
H -2.5181 1.1706 -2.4270
H -0.7705 0.7939 -2.3819
H -0.3644 -1.3731 1.2248
H -1.0065 3.6652 2.9480
H -2.4991 4.2472 2.1845
H -2.5441 2.9101 3.3492
H 4.9378 -2.4481 -1.0600
H 3.4071 -3.3240 -1.0648
H 4.1656 -2.8813 0.4636
H 3.8075 -0.4857 -0.0047
H 3.1129 -0.8494 -1.5825
H -2.1326 -3.2619 -1.5172
*
```

---

Question: The highest energy belongs to which entry?
Answer: C11H14N2O2

---

Question: Which of these has the highest energy?
Answer: C11H14N2O2

---

Question: energy relative to the best compared isomer or geometry (same formula, charge and spin) of number 4 (C11H14N2O2)?
Answer: 41.0 kcal per mole